# 1
Molecular formula: C31H30ClFeN2O4P2
Method: DFT, the ωB97M-V functional and the def2-TZVPD basis

Cartesian coordinates (Å):
Fe 0.560 -0.147 -0.318
Cl -0.307 -4.807 -6.155
P 0.111 0.064 2.573
P -1.198 -1.772 0.422
O 2.445 -0.652 0.780
O -0.807 1.449 0.141
O -0.463 0.236 -2.369
O 1.421 -1.652 -1.530
N 0.862 2.805 -0.724
N 1.650 1.679 -0.543
C -2.631 3.511 0.034
C -3.869 0.074 3.719
C 0.729 -0.830 4.057
C 5.920 -1.085 -0.099
C -3.200 5.757 -0.611
C 3.885 0.779 -0.503
C -1.338 3.684 -0.451
C 0.193 -3.829 -4.794
C -1.693 -0.249 2.711
C -3.636 -1.359 1.806
C 3.584 -0.408 0.248
C -0.426 -3.252 1.165
C 2.907 1.825 -0.720
C -2.380 -2.542 -0.739
C -4.434 -0.774 2.778
C 1.208 -4.301 -3.944
C -0.364 2.554 -0.339
C -0.383 -2.615 -4.557
C -2.507 0.328 3.682
C -0.621 -0.551 -3.289
C 1.026 -2.291 -2.553
C 0.278 1.796 3.142
C -1.911 5.934 -1.101
C -0.985 4.906 -1.021
C 4.669 -1.318 0.420
C 0.008 -1.836 -3.452
C 6.199 0.083 -0.820
C 1.616 -3.559 -2.872
C -3.556 4.543 -0.043
C -2.266 -1.105 1.757
C 5.178 0.993 -0.997
H 7.186 0.266 -1.225
H -1.150 -3.882 1.686
H -0.328 2.427 2.493
H -1.319 -0.273 -4.104
H 0.365 -2.940 1.846
H 2.405 -3.905 -2.216
H 0.593 -1.904 3.933
H -2.991 -3.325 -0.285
H -3.921 6.563 -0.672
H 1.667 -5.260 -4.153
H -2.069 0.998 4.413
H -0.005 1.946 4.186
H 0.046 -3.818 0.360
H -5.498 -0.975 2.793
H 5.367 1.914 -1.541
H 4.457 -2.221 0.981
H 0.234 -0.511 4.978
H 0.023 5.027 -1.395
H 3.271 2.804 -1.041
H -4.559 4.397 0.340
H -2.889 2.552 0.466
H 1.322 2.084 3.012
H -1.791 -2.980 -1.547
H -4.489 0.540 4.476
H -1.628 6.880 -1.547
H -1.153 -2.235 -5.220
H -3.024 -1.776 -1.173
H 6.703 -1.819 0.059
H -4.098 -2.007 1.073
H 1.801 -0.637 4.136

Computed properties:
charge	-1
spin multiplicity	5
gap between HOMO and LUMO (alpha / beta)	6.5 / 6.5	eV

***

# 2
Molecular formula: C4H9NO2
Method: DFT, the ωB97M-V functional and the def2-TZVPD basis

Cartesian coordinates (Å):
O 2.961 1.361 0.492
O -1.978 -0.040 0.318
N 0.568 1.320 0.619
C -0.708 -1.891 -0.738
C 1.834 1.551 1.051
C 0.158 0.537 -0.572
C -0.711 -0.625 0.125
H 1.142 0.144 -0.949
H -2.391 0.250 -0.557
H 0.286 -2.284 -0.830
H -0.060 1.546 1.378
H -1.388 -2.621 -0.273
H -0.289 1.233 -1.358
H 1.846 2.076 1.949
H -1.044 -1.812 -1.781
H -0.226 -0.746 1.126

Computed properties:
gap between HOMO and LUMO	10.3	eV
structure (SMILES)	C[C@H](O)CNC=O

***

# 3
Molecular formula: C3H4N2S2
Method: DFT, the ωB97M-V functional and the def2-TZVPD basis

Cartesian coordinates (Å):
S -1.248 -1.750 -0.011
S 2.604 -0.197 -0.313
N 0.337 -1.317 -0.376
N -1.615 1.905 -0.796
C -0.767 1.490 -0.123
C 0.243 0.859 0.759
C 1.016 -0.216 0.023
H -0.338 0.319 1.505
H 0.906 1.582 1.159
H -1.896 -0.819 -0.692
H 0.757 -1.857 -1.134

Computed properties:
gap between HOMO and LUMO	9.1	eV
structure (SMILES)	N#CCC(=S)NS

***

# 4
Molecular formula: C6H11N2P
Method: DFT, the ωB97M-V functional and the def2-TZVPD basis

Cartesian coordinates (Å):
P -4.002 0.167 0.549
N 0.360 0.242 -0.220
N -1.668 -0.890 -0.122
C 1.620 -0.208 -0.892
C -2.762 -0.479 -0.502
C 0.044 -2.220 0.480
C -0.181 1.374 0.221
C 0.730 2.549 -0.112
C -0.422 -0.909 -0.026
H 1.513 -1.176 -1.350
H 0.412 3.354 0.424
H 1.745 2.427 -0.177
H -4.861 -1.018 0.598
H 2.309 -0.169 -0.077
H 0.525 2.881 -1.085
H -0.502 -2.557 1.339
H -3.582 -0.223 1.867
H 1.185 -2.070 0.764
H 1.999 0.412 -1.833
H 0.014 -2.962 -0.232

Computed properties:
gap between HOMO and LUMO	8.1	eV

***

# 5
Molecular formula: C4H11N3
Method: DFT, the ωB97M-V functional and the def2-TZVPD basis

Cartesian coordinates (Å):
N 0.410 1.444 -3.075
N 0.042 -1.626 2.875
N 0.527 2.293 -0.279
C -0.142 0.664 -1.931
C -0.113 -1.357 0.363
C -0.497 0.103 0.505
C 0.024 1.028 -0.576
H -0.149 0.316 1.558
H 0.427 2.400 -2.652
H -0.076 -1.812 1.358
H 1.382 1.256 -3.385
H 0.896 -1.863 3.281
H -0.888 -2.067 -0.072
H -0.709 -1.847 3.412
H 0.099 2.647 0.657
H 0.899 -1.479 -0.072
H -1.650 0.158 0.371
H -0.482 -0.257 -2.341

Computed properties:
gap between HOMO and LUMO	3.4	eV

***

# 6
Molecular formula: C3H7NS
Method: DFT, the ωB97M-V functional and the def2-TZVPD basis

Cartesian coordinates (Å):
S -2.560 -0.466 -0.931
N -0.020 0.239 0.628
C 1.230 0.054 0.040
C 1.452 -0.759 -1.012
C -0.121 1.351 1.248
H -3.356 -1.385 -0.289
H 2.455 -0.882 -1.465
H 0.734 -1.538 -1.365
H -1.447 -1.041 -0.160
H 0.674 2.084 1.248
H 2.027 0.691 0.374
H -1.069 1.653 1.684

Computed properties:
gap between HOMO and LUMO	9.5	eV
structure (SMILES)	C=CN=C.S

***

# 7
Molecular formula: C4H9FNO
Method: DFT, the ωB97M-V functional and the def2-TZVPD basis

Cartesian coordinates (Å):
F -3.641 -0.506 -0.118
O -2.124 0.930 0.560
N 0.323 0.029 0.003
C -2.505 -0.072 0.156
C -0.239 -1.098 -0.566
C 1.064 -0.201 1.304
C 1.101 0.835 -1.031
H 1.906 -0.793 1.124
H -0.576 -0.988 -1.563
H 1.524 0.062 -1.623
H 1.241 0.816 1.761
H -0.422 0.738 0.253
H 0.263 -0.681 1.871
H 1.866 1.509 -0.619
H -0.047 -1.976 0.073
H 0.266 1.395 -1.585

Computed properties:
charge	+1
gap between HOMO and LUMO (alpha / beta)	9.0 / 9.0	eV

***

# 8
Molecular formula: C4H13NOPS
Method: DFT, the ωB97M-V functional and the def2-TZVPD basis

Cartesian coordinates (Å):
S 0.144 3.717 0.008
P -0.555 2.189 -1.259
O -2.180 2.329 -1.014
N -1.762 -0.136 -0.125
C -0.496 0.609 0.132
C 0.712 -0.272 -0.089
C 0.688 -1.554 0.754
C 1.914 -2.417 0.472
H -2.501 0.565 -0.318
H -2.035 -0.725 0.673
H 0.666 -1.297 1.814
H 1.972 -2.674 -0.582
H 1.607 0.297 0.163
H -1.640 -0.735 -0.950
H 1.314 3.838 -0.610
H -0.538 1.050 1.127
H 0.786 -0.537 -1.147
H 1.858 -3.338 1.045
H -0.204 -2.146 0.525
H 2.824 -1.893 0.750
H -2.574 3.131 -1.367

Computed properties:
charge	+1
gap between HOMO and LUMO	9.5	eV
structure (SMILES)	CCC[C@H]([NH3+])P(O)S

***

Quick rundown of largest force on an atom, same order as above: 0.623 4.817 1.633 5.095 4.494 2.930 4.245 2.464 eV Å⁻¹
Quick rundown of energy above the lowest of the compared OMol25 structures with the same formula, charge and spin, same order as above: 3.6 43.3 30.7 111.3 206.1 44.3 90.4 0.0 kcal per mole
Quick rundown of DFT total energy, same order as above: -109295.5566 -9878.1823 -27825.4600 -18662.8704 -8788.6803 -15547.7248 -10537.9683 -28014.7548 eV